{
  "formula": "C34H38BInN13O7",
  "method": "ωB97M-V/def2-TZVPD",
  "symbols": ["In", "C", "C", "C", "C", "N", "N", "B", "N", "C", "C", "C", "C", "N", "N", "C", "C", "C", "C", "N", "N", "C", "C", "C", "C", "N", "H", "H", "H", "H", "H", "H", "H", "H", "H", "H", "H", "H", "H", "H", "H", "H", "H", "H", "H", "H", "O", "C", "O", "C", "C", "C", "C", "C", "C", "O", "N", "O", "O", "N", "O", "O", "H", "H", "N", "C", "C", "C", "C", "N", "H", "H", "H", "H", "H", "H", "H", "H", "H", "H", "H", "H", "N", "C", "C", "C", "C", "C", "C", "C", "H", "H", "H", "H"],
  "coordinates": [[0.547, 0.283, 0.133], [2.336, 2.876, -2.434], [1.128, 2.111, -2.881], [0.464, 2.282, -4.098], [-0.548, 1.350, -4.080], [-0.462, 0.659, -2.936], [0.557, 1.128, -2.179], [-1.520, -0.301, -2.350], [-0.781, -1.595, -1.790], [-1.128, -2.862, -2.031], [-0.096, -3.689, -1.632], [0.884, -2.829, -1.141], [2.284, -3.200, -0.761], [0.454, -1.559, -1.219], [-2.252, 0.443, -1.258], [-3.150, -0.041, -0.365], [-3.812, 1.020, 0.184], [-3.258, 2.157, -0.456], [-3.611, 3.594, -0.254], [-2.333, 1.812, -1.324], [-2.423, -0.799, -3.478], [-2.044, -1.389, -4.638], [-3.177, -1.790, -5.297], [-4.236, -1.408, -4.440], [-5.705, -1.598, -4.631], [-3.771, -0.821, -3.350], [2.386, 3.821, -2.972], [3.263, 2.341, -2.665], [2.328, 3.110, -1.368], [0.688, 2.997, -4.872], [-1.335, 1.149, -4.787], [-2.075, -3.094, -2.490], [-0.045, -4.761, -1.715], [2.311, -4.203, -0.333], [2.734, -2.515, -0.046], [2.912, -3.216, -1.654], [-3.231, -1.098, -0.173], [-4.581, 0.991, 0.937], [-4.576, 3.828, -0.707], [-2.855, 4.229, -0.715], [-3.676, 3.840, 0.807], [-1.002, -1.476, -4.907], [-3.242, -2.277, -6.257], [-6.008, -1.333, -5.645], [-6.250, -0.971, -3.928], [-5.997, -2.636, -4.460], [-2.185, -2.741, 1.090], [-1.190, -2.102, 1.395], [-0.973, -0.860, 1.240], [-0.090, -2.901, 2.099], [-0.437, -4.126, 2.645], [0.521, -4.885, 3.277], [1.868, -4.492, 3.403], [2.221, -3.289, 2.904], [1.284, -2.425, 2.189], [1.668, -1.393, 1.622], [3.619, -2.867, 3.086], [4.472, -3.721, 2.975], [3.822, -1.697, 3.338], [0.139, -6.193, 3.856], [-1.025, -6.511, 3.784], [1.028, -6.850, 4.359], [-1.457, -4.468, 2.547], [2.585, -5.135, 3.892], [2.809, 0.375, -0.318], [3.797, 0.707, 0.739], [3.677, 2.181, 1.126], [3.913, 2.452, 2.615], [2.625, 2.351, 3.424], [2.026, 1.023, 3.273], [2.987, -0.546, -0.710], [2.912, 1.019, -1.094], [4.807, 0.486, 0.383], [3.593, 0.061, 1.584], [2.668, 2.526, 0.882], [4.364, 2.773, 0.517], [4.329, 3.452, 2.750], [4.660, 1.755, 3.013], [1.909, 3.079, 3.033], [2.821, 2.619, 4.469], [1.133, 0.978, 3.748], [2.627, 0.310, 3.675], [-1.818, 6.519, 3.628], [-1.472, 5.571, 3.078], [-1.037, 4.385, 2.388], [-1.373, 3.127, 2.883], [-0.943, 1.988, 2.220], [-0.164, 2.074, 1.064], [0.119, 3.343, 0.563], [-0.301, 4.494, 1.212], [-1.977, 3.049, 3.778], [-1.234, 1.017, 2.598], [0.650, 3.455, -0.374], [-0.072, 5.472, 0.810]],
  "forces_ev_per_angstrom": [[-0.114, 0.126, -0.254], [0.041, 0.005, 0.027], [0.028, 0.020, -0.017], [-0.004, 0.015, -0.008], [0.001, 0.007, 0.014], [0.010, -0.069, -0.055], [0.004, 0.140, 0.082], [-0.051, -0.050, -0.001], [-0.019, 0.015, -0.098], [0.008, -0.029, -0.029], [-0.018, -0.007, -0.017], [0.060, 0.049, -0.019], [0.003, -0.011, -0.009], [-0.110, 0.006, 0.085], [0.102, 0.089, 0.054], [-0.132, -0.057, -0.051], [0.011, 0.009, -0.003], [-0.045, 0.036, -0.010], [0.010, 0.017, 0.021], [-0.006, -0.074, -0.101], [0.001, -0.014, 0.049], [0.005, 0.045, -0.023], [0.000, -0.008, 0.004], [-0.025, -0.001, 0.023], [-0.009, -0.004, 0.000], [0.041, 0.041, -0.032], [-0.020, 0.006, 0.009], [-0.010, -0.006, -0.004], [0.015, -0.059, -0.052], [-0.007, -0.010, 0.018], [0.017, -0.001, 0.008], [0.013, 0.004, 0.005], [-0.002, 0.013, 0.012], [-0.006, 0.014, 0.019], [-0.013, 0.008, -0.017], [0.000, -0.014, -0.005], [-0.026, 0.048, -0.015], [0.011, 0.006, -0.006], [0.001, -0.013, 0.006], [-0.010, -0.006, -0.002], [0.014, -0.006, -0.011], [-0.018, -0.004, 0.007], [0.002, 0.004, 0.022], [0.003, 0.008, 0.003], [0.005, -0.008, 0.003], [0.009, -0.002, -0.007], [-0.006, -0.003, 0.027], [0.039, -0.007, 0.007], [0.134, -0.177, 0.152], [-0.011, -0.111, 0.054], [0.002, 0.130, -0.079], [0.068, -0.129, 0.068], [-0.046, -0.021, 0.049], [0.069, 0.038, 0.073], [-0.141, 0.107, -0.013], [0.242, -0.062, 0.069], [-0.008, 0.086, -0.208], [-0.040, 0.006, 0.020], [-0.034, -0.066, 0.080], [0.006, 0.052, -0.045], [-0.006, -0.005, 0.004], [-0.002, -0.002, 0.008], [-0.005, -0.013, 0.005], [-0.002, -0.010, 0.008], [0.051, -0.200, 0.087], [0.003, 0.032, -0.072], [-0.014, 0.000, 0.010], [0.020, -0.013, -0.010], [-0.045, -0.038, -0.035], [0.046, -0.013, -0.003], [0.070, 0.013, 0.029], [-0.049, 0.028, -0.054], [0.008, 0.001, 0.001], [-0.043, 0.004, 0.048], [0.001, -0.010, 0.023], [0.010, -0.004, 0.001], [-0.019, 0.011, 0.005], [0.000, 0.002, -0.010], [-0.017, 0.003, 0.017], [0.033, 0.000, 0.007], [-0.017, 0.019, -0.027], [-0.049, 0.013, 0.013], [0.018, -0.024, -0.008], [-0.018, -0.007, -0.013], [-0.004, 0.019, 0.020], [-0.013, 0.015, 0.008], [0.052, -0.033, -0.023], [-0.015, 0.122, 0.073], [0.001, 0.009, -0.059], [-0.013, -0.022, 0.014], [0.000, -0.002, -0.003], [0.015, 0.008, 0.008], [-0.044, -0.013, 0.045], [0.002, -0.005, 0.001]],
  "lowdin_spin": [-0.0008, 0.0000, 0.0000, 0.0000, 0.0000, 0.0000, 0.0000, 0.0002, 0.0032, 0.0001, 0.0024, 0.0005, 0.0023, 0.0009, 0.0001, -0.0001, 0.0000, 0.0000, 0.0000, 0.0000, 0.0000, 0.0000, 0.0000, 0.0000, 0.0000, 0.0000, 0.0000, 0.0000, 0.0000, 0.0000, 0.0000, 0.0000, 0.0001, 0.0008, 0.0003, -0.0001, -0.0001, 0.0000, 0.0000, 0.0000, 0.0000, 0.0000, 0.0000, 0.0000, 0.0000, 0.0000, 0.0397, 0.0140, 0.0021, 0.2170, -0.0239, 0.1920, -0.0039, 0.1065, 0.0603, 0.2908, 0.0052, 0.0092, 0.0116, 0.0162, 0.0172, 0.0326, -0.0042, -0.0027, -0.0002, -0.0005, -0.0001, 0.0001, 0.0013, 0.0107, 0.0001, 0.0000, 0.0000, -0.0004, 0.0000, 0.0000, 0.0000, 0.0000, 0.0000, 0.0006, -0.0002, -0.0002, 0.0000, 0.0000, 0.0000, 0.0000, -0.0001, -0.0004, -0.0001, 0.0000, 0.0000, 0.0000, 0.0000, 0.0000],
  "homo_energy_ha": [-0.3049, -0.3049],
  "gap_ev": [6.92, 4.15],
  "e_lumo_ev": [-1.3799, -4.1477],
  "spin_multiplicity": 2
}